Molecular formula: C4H9NO2
Method: DFT, the ωB97M-V functional and the def2-TZVPD basis

```
16
Properties=species:S:1:pos:R:3:forces:R:3
C -2.3456 0.4693 -0.2056 -0.053 0.048 -0.063
N -1.8575 -0.6539 0.5882 0.163 0.009 0.032
C -0.5652 -0.3518 1.1538 0.076 0.119 0.219
C 0.5690 -0.3299 0.1504 -0.122 -0.144 -0.257
O 0.5050 -0.7826 -0.9662 0.145 0.047 0.222
O 1.6565 0.2651 0.6620 -0.106 -0.073 0.031
C 2.7832 0.2906 -0.2143 0.160 -0.018 -0.132
H -2.6713 1.2844 0.4540 0.139 -0.182 -0.057
H -3.2211 0.1553 -0.7794 0.185 0.060 -0.030
H -1.5641 0.8513 -0.8820 -0.330 0.044 -0.068
H -1.7350 -1.4609 -0.0145 -0.152 0.039 -0.027
H -0.3029 -1.0718 1.9384 0.000 0.139 -0.061
H -0.5684 0.6463 1.5975 -0.162 -0.114 0.251
H 3.5378 0.9119 0.2684 -0.136 -0.094 -0.067
H 2.4818 0.7065 -1.1767 0.172 -0.025 0.052
H 3.1562 -0.7259 -0.3601 0.022 0.144 -0.046
```
Forces are in eV/Å.

Computed properties:
HOMO-LUMO gap, eV: 10.07
E_LUMO, eV: 0.90
Spin multiplicity: 1
SMILES: CNCC(=O)OC
Largest force on an atom, eV/A: 0.34
ΔE to the lowest compared entry with this formula, charge and spin, kJ/mol: 114.5